Molecular formula: C25H55N4O9P2S
Method: DFT, ωB97M-V with the def2-TZVPD basis set

Results
Charge   +1
HOMO   -11.32 eV
HOMO-LUMO gap   8.58 eV
Strongest force on any atom   0.1677 Eh/bohr

Each line ends with the Mulliken charge.
CARTESIAN COORDINATES (ANGSTROEM)
C 4.2274 -1.7652 0.4811  0.01
N 3.9900 -1.7543 1.7597  -0.40
N 3.8812 -0.4400 2.1127  -0.19
C 4.0519 0.2956 1.0612  0.45
S 3.9579 2.0483 0.9946  -0.19
C 2.5348 2.3122 -0.1196  -0.96
C 1.3238 1.4487 0.2767  1.03
C 0.3539 2.1598 1.2672  -0.75
C -1.0712 1.5589 1.2604  -0.81
C -1.4002 0.6758 2.4862  -0.88
C -0.4350 -0.5438 2.6776  -0.12
C -1.0356 -1.8938 2.2058  -1.03
N -0.2065 -2.6127 1.1615  0.19
C -0.9107 -3.8964 0.8554  -0.63
C -0.4195 -4.5423 -0.4543  -0.84
N -0.7462 -3.6287 -1.5511  -0.22
C 0.1433 -2.4895 -1.3968  -1.39
C 0.0736 -1.7404 -0.0336  1.36
O 4.2778 -0.5233 -0.0073  -0.27
H 4.3432 -2.6609 -0.1159  0.47
H 2.8547 1.9909 -1.1205  0.41
H 2.2619 3.3693 -0.1965  0.47
H 1.6843 0.5509 0.7997  -0.95
H 0.7609 1.0884 -0.5979  0.31
H 0.3224 3.2068 0.9364  0.38
H 0.7708 2.1733 2.2843  0.35
H -1.3156 1.0690 0.3043  0.48
H -1.7576 2.4187 1.3118  0.34
H -2.4202 0.2796 2.3522  0.35
H -1.4212 1.2651 3.4101  0.31
H -0.2924 -0.6344 3.7626  0.48
H 0.5608 -0.3596 2.2577  0.03
H -2.0795 -1.8057 1.8860  0.54
H -1.0450 -2.5761 3.0679  0.44
H 0.6750 -2.8268 1.6314  0.50
H -0.8233 -4.6069 1.6881  0.47
H -1.9794 -3.6779 0.7419  0.35
H -0.8913 -5.5199 -0.6027  0.47
H 0.6682 -4.7014 -0.4141  0.33
H -1.7247 -3.3640 -1.5307  0.31
H -0.1526 -1.7557 -2.1626  0.55
H 1.1855 -2.7359 -1.6397  0.33
H -0.6658 -0.9377 -0.0734  -0.23
H 1.0646 -1.3057 0.1324  -0.83
O 1.3821 -2.5701 -6.0805  -0.82
P 1.5992 -3.9992 -6.4685  1.26
O 2.1751 -4.6477 -5.0678  -0.47
C 1.2359 -4.8662 -4.0185  -0.12
C 0.1990 -5.9227 -4.3605  -1.10
O 2.9671 -3.7839 -7.3416  -0.37
C 3.4640 -2.4943 -7.6931  -0.34
C 4.3913 -1.9506 -6.6211  -1.04
O 1.3320 -5.4695 -7.1465  -0.38
C 2.1433 -6.0609 -8.1813  -0.16
C 3.4793 -6.5760 -7.6850  -1.05
H 0.7456 -3.9206 -3.7704  0.19
H 1.8023 -5.1867 -3.1404  0.27
H -0.4228 -5.6053 -5.2015  0.25
H -0.4545 -6.1075 -3.5074  0.35
H 0.6857 -6.8553 -4.6443  0.30
H 2.6508 -1.8035 -7.9069  0.33
H 4.0238 -2.6088 -8.6238  0.37
H 3.9647 -2.0542 -5.6234  0.24
H 4.6113 -0.8975 -6.8010  0.37
H 5.3313 -2.5056 -6.6194  0.29
H 2.2585 -5.3628 -9.0075  0.26
H 1.5691 -6.9020 -8.5728  0.36
H 3.9979 -5.8789 -7.0330  0.28
H 4.1290 -6.7922 -8.5337  0.35
H 3.3489 -7.4921 -7.1052  0.33
O -2.1453 4.6205 3.7899  -0.74
P -2.6425 5.1424 5.1198  1.20
O -4.2328 5.2576 4.6434  -0.36
C -4.9991 4.0566 4.5977  -0.21
C -5.2120 3.4324 5.9673  -1.02
O -2.1389 6.6869 4.8878  -0.45
C -1.1762 7.0482 3.9010  -0.32
C -1.8414 7.3591 2.5718  -1.11
O -3.1716 5.4865 6.6507  -0.35
C -3.0198 6.7596 7.3072  -0.18
C -3.9595 7.8262 6.7812  -1.04
H -4.5114 3.3414 3.9249  0.16
H -5.9648 4.3129 4.1610  0.31
H -4.2621 3.1123 6.4063  0.27
H -5.8616 2.5598 5.8931  0.41
H -5.6627 4.1532 6.6481  0.23
H -0.4112 6.2804 3.7967  0.31
H -0.6662 7.9439 4.2624  0.36
H -2.5664 6.5958 2.2901  0.28
H -1.0961 7.4447 1.7797  0.36
H -2.3882 8.3014 2.6361  0.32
H -1.9798 7.0782 7.2669  0.27
H -3.2431 6.5867 8.3613  0.36
H -4.0071 7.8669 5.6967  0.25
H -3.6435 8.8054 7.1428  0.35
H -4.9805 7.6430 7.1210  0.33

---

Molecular formula: C25H55N7O5P2
Method: DFT, ωB97M-V with the def2-TZVPD basis set

Results
HOMO   -8.01 eV
HOMO-LUMO gap   7.95 eV
Strongest force on any atom   0.1259 Eh/bohr
SMILES   C[C@@H](O)CNC(=O)OCCCc1ccccc1.CN(C)P(=O)(N(C)C)N(C)C.CN(C)P(=O)(N(C)C)N(C)C

Each line ends with the Mulliken charge.
CARTESIAN COORDINATES (ANGSTROEM)
C 3.1930 -0.4623 -1.5934  -1.31
C 2.2905 -1.7012 -1.3492  0.71
O 0.9526 -1.2993 -1.6622  0.07
C 2.7270 -2.9262 -2.1669  -0.68
N 2.4239 -4.1654 -1.3952  -0.12
C 1.8353 -5.1853 -2.2195  0.40
O 2.5082 -5.7618 -3.0509  -0.60
O 0.5206 -5.5078 -2.1327  -0.33
C -0.0467 -5.3577 -0.8217  -0.85
C -0.8704 -4.0749 -0.6063  0.16
C -2.1728 -3.9864 -1.4470  -0.99
C -2.0829 -3.1773 -2.7363  0.39
C -0.9187 -2.8831 -3.4097  0.96
C -0.8686 -2.1128 -4.5567  -0.78
C -2.0435 -1.5982 -5.0717  -0.45
C -3.2307 -1.9159 -4.4289  -0.63
C -3.2694 -2.6852 -3.2883  -0.60
H 2.9395 0.2923 -0.8385  0.09
H 4.2592 -0.7070 -1.6148  0.46
H 2.8623 -0.0402 -2.5538  0.34
H 2.3327 -1.9733 -0.2855  -0.22
H 0.5286 -1.0714 -0.8272  0.12
H 3.8134 -2.8580 -2.3183  0.44
H 2.2783 -2.9580 -3.1663  0.23
H 3.2918 -4.5387 -1.0323  0.25
H 0.7484 -5.3636 -0.0656  0.39
H -0.6981 -6.2069 -0.5739  0.50
H -1.1620 -4.0882 0.4558  0.47
H -0.2070 -3.2116 -0.7284  -0.46
H -2.6191 -4.9784 -1.6015  0.39
H -2.8914 -3.4354 -0.8186  0.41
H 0.0199 -3.2632 -3.0230  -0.27
H 0.0745 -1.8800 -5.0474  0.37
H -2.0422 -0.9654 -5.9569  0.40
H -4.1550 -1.5118 -4.8429  0.35
H -4.2452 -2.8861 -2.8477  0.44
C -1.8839 3.2100 -3.4415  -1.23
N -1.2160 2.3807 -2.4682  0.24
C -0.2012 1.5093 -3.0389  -1.05
P -1.5435 2.2124 -0.8044  1.01
O -0.1491 2.4975 -0.2725  -0.97
N -2.2912 3.6151 -0.0971  0.32
C -2.2609 4.9006 -0.7675  -1.13
C -1.9744 3.7874 1.3156  -1.30
N -3.1221 1.5800 -1.1393  0.22
C -3.1958 0.2404 -1.7310  -1.15
C -4.3961 2.0732 -0.6332  -0.97
H -2.9682 3.2405 -3.2965  0.29
H -1.7286 2.8332 -4.4552  0.45
H -1.4957 4.2335 -3.4208  0.30
H -0.6681 0.6644 -3.5606  0.40
H 0.4432 1.0984 -2.2642  0.04
H 0.4453 2.0422 -3.7440  0.51
H -1.2383 5.2095 -1.0242  0.26
H -2.6998 5.6713 -0.1299  0.40
H -2.8769 4.8915 -1.6673  0.31
H -0.9878 4.2421 1.4696  0.38
H -1.9837 2.8251 1.8346  0.39
H -2.7268 4.4167 1.7997  0.41
H -3.5120 0.3025 -2.7764  0.37
H -3.8915 -0.4085 -1.1949  0.58
H -2.2251 -0.2575 -1.7075  -0.06
H -4.6799 2.9971 -1.1401  0.27
H -4.3786 2.2493 0.4408  0.27
H -5.1984 1.3540 -0.8177  0.42
C 4.1377 0.4540 4.2744  -1.20
N 3.0044 0.0429 3.4816  0.11
C 3.3689 -0.8009 2.3565  -1.28
P 1.3680 0.5196 3.6437  0.98
O 0.7444 -0.8612 3.7252  -0.92
N 0.9358 1.0043 5.2586  0.27
C 1.7669 0.6571 6.3946  -1.13
C -0.4653 0.7595 5.5788  -1.09
N 1.7712 2.1643 3.2949  0.32
C 2.1745 2.4668 1.9215  -1.12
C 1.4712 3.3396 4.1000  -1.04
H 4.1020 1.5144 4.5409  0.27
H 5.0745 0.3143 3.7293  0.46
H 4.2139 -0.1387 5.1917  0.30
H 3.8282 -0.2069 1.5545  0.37
H 2.4932 -1.2993 1.9377  0.33
H 4.0710 -1.5860 2.6541  0.52
H 1.9586 -0.4232 6.4527  0.27
H 1.2870 0.9684 7.3252  0.39
H 2.7150 1.1961 6.3699  0.30
H -0.6553 -0.2861 5.8472  0.32
H -1.1051 1.0079 4.7283  0.28
H -0.7810 1.3959 6.4110  0.36
H 3.2480 2.6855 1.8770  0.20
H 1.6277 3.3136 1.5079  0.50
H 1.9756 1.6232 1.2623  0.14
H 2.1270 3.3875 4.9715  0.26
H 0.4355 3.3636 4.4342  0.28
H 1.6361 4.2583 3.5310  0.47

---

HOMO-LUMO gap of number 2 (C25H55N7O5P2)? 7.95 eV

---

Which of these has the lowest HOMO-LUMO gap? C25H55N7O5P2

---

Among the records above, which one has the lowest HOMO? C25H55N4O9P2S

---

Which of these has the lowest HOMO? C25H55N4O9P2S